{"formula": "C40H40IrN7S4Sb", "method": "ωB97M-V/def2-TZVPD", "elements": ["Ir", "N", "C", "C", "N", "C", "C", "N", "C", "C", "N", "H", "H", "H", "H", "H", "H", "N", "C", "C", "C", "C", "C", "C", "N", "C", "C", "C", "S", "C", "N", "H", "H", "H", "H", "H", "H", "H", "C", "C", "S", "C", "C", "S", "C", "C", "S", "H", "H", "H", "H", "H", "H", "H", "H", "H", "H", "H", "H", "C", "C", "C", "C", "C", "C", "Sb", "C", "C", "C", "C", "C", "C", "C", "C", "C", "C", "C", "C", "H", "H", "H", "H", "H", "H", "H", "H", "H", "H", "H", "H", "H", "H", "H"], "positions_angstrom": [[-0.778, -0.281, -1.231], [1.942, 2.795, -1.726], [2.916, 1.828, -1.766], [2.293, 0.642, -1.525], [0.957, 0.889, -1.325], [0.770, 2.193, -1.474], [-0.602, 2.625, -1.457], [-1.527, 1.669, -1.340], [-2.750, 2.294, -1.415], [-2.549, 3.630, -1.585], [-1.190, 3.817, -1.612], [2.099, 3.780, -1.890], [3.949, 2.063, -1.958], [2.720, -0.345, -1.479], [-3.672, 1.755, -1.316], [-3.244, 4.448, -1.677], [-0.730, 4.711, -1.716], [0.531, -1.541, -4.914], [-0.014, -0.383, -5.457], [-0.040, 0.084, -6.768], [-0.698, 1.274, -6.978], [-1.322, 1.965, -5.922], [-1.293, 1.501, -4.625], [-0.602, 0.309, -4.392], [-0.399, -0.453, -3.243], [0.279, -1.536, -3.602], [0.666, -2.474, -2.563], [1.318, -3.665, -2.597], [1.484, -4.289, -1.018], [0.681, -2.944, -0.384], [0.298, -2.070, -1.287], [1.018, -2.260, -5.431], [0.418, -0.463, -7.581], [-0.754, 1.682, -7.978], [-1.858, 2.878, -6.145], [-1.828, 2.022, -3.844], [1.705, -4.202, -3.450], [0.496, -2.838, 0.678], [-5.242, -1.105, -0.631], [-4.370, -1.297, -1.865], [-2.597, -1.743, -1.715], [-2.612, -2.889, -0.324], [-2.402, -2.253, 1.049], [-1.633, -0.602, 1.028], [-2.830, 0.545, 1.838], [-4.313, 0.213, 1.774], [-5.119, 0.500, 0.188], [-5.147, -1.922, 0.084], [-6.272, -1.156, -0.990], [-4.419, -0.450, -2.550], [-4.728, -2.169, -2.418], [-1.840, -3.625, -0.538], [-3.557, -3.432, -0.366], [-1.764, -2.881, 1.671], [-3.340, -2.149, 1.586], [-2.633, 1.514, 1.382], [-2.486, 0.583, 2.872], [-4.806, 0.901, 2.465], [-4.555, -0.779, 2.153], [6.285, 0.243, 1.184], [5.581, 1.295, 1.756], [4.207, 1.198, 1.937], [3.555, 0.023, 1.566], [4.255, -1.028, 0.972], [5.624, -0.917, 0.789], [1.499, -0.150, 1.975], [1.283, -1.695, 3.367], [0.278, -1.586, 4.332], [0.181, -2.548, 5.325], [1.063, -3.625, 5.337], [2.052, -3.739, 4.367], [2.165, -2.778, 3.373], [0.891, 1.609, 2.942], [1.437, 1.883, 4.195], [1.070, 3.049, 4.855], [0.165, 3.927, 4.272], [-0.378, 3.648, 3.023], [-0.013, 2.490, 2.353], [7.355, 0.323, 1.050], [6.102, 2.190, 2.070], [3.666, 2.023, 2.386], [3.750, -1.938, 0.665], [6.182, -1.734, 0.353], [-0.400, -0.739, 4.338], [-0.570, -2.455, 6.098], [0.986, -4.372, 6.116], [2.751, -4.564, 4.401], [2.978, -2.847, 2.660], [2.133, 1.199, 4.669], [1.489, 3.268, 5.828], [-0.119, 4.830, 4.794], [-1.087, 4.336, 2.580], [-0.439, 2.272, 1.377]], "forces_ev_per_angstrom": [[-1.5, -0.1, -0.8], [0.0, 0.0, -0.1], [0.0, 0.0, 0.0], [0.0, 0.0, 0.0], [0.0, -0.1, 0.5], [0.1, 0.0, 0.0], [0.0, 0.0, -0.1], [0.1, 0.0, 0.0], [0.0, 0.0, -0.1], [0.0, 0.0, 0.0], [0.1, 0.0, 0.1], [0.0, 0.0, 0.0], [0.0, 0.0, 0.0], [0.0, 0.0, 0.0], [0.0, 0.0, 0.0], [0.0, 0.0, 0.0], [0.0, 0.0, 0.0], [0.0, 0.0, 0.0], [0.0, 0.0, 0.0], [0.0, 0.0, 0.0], [0.0, 0.0, 0.0], [0.0, 0.0, 0.0], [0.0, 0.0, 0.0], [-0.1, -0.1, -0.1], [0.4, 0.1, 0.1], [0.1, 0.1, 0.0], [0.0, 0.0, 0.0], [0.0, 0.0, 0.0], [0.0, 0.0, 0.0], [0.1, 0.0, 0.0], [-0.1, 0.0, -0.1], [0.0, 0.0, 0.0], [0.0, 0.0, 0.0], [0.0, 0.0, 0.0], [0.0, 0.0, 0.0], [0.0, 0.0, 0.0], [0.0, 0.0, 0.0], [0.0, 0.0, 0.0], [0.1, 0.0, 0.0], [0.0, -0.1, 0.0], [0.0, 0.0, 0.0], [0.0, -0.1, 0.0], [-0.1, 0.0, 0.0], [0.7, 0.1, 0.3], [-0.1, 0.0, -0.1], [0.1, 0.0, 0.0], [-0.2, 0.0, 0.0], [0.0, 0.0, 0.0], [0.0, 0.0, 0.0], [0.1, 0.0, 0.0], [-0.1, 0.1, 0.0], [0.0, 0.0, 0.0], [0.0, 0.0, 0.0], [0.0, 0.0, 0.0], [0.0, 0.0, 0.0], [0.0, 0.0, 0.0], [0.0, 0.0, 0.0], [0.0, 0.0, 0.0], [0.0, 0.0, 0.0], [0.0, 0.0, 0.0], [0.0, 0.0, 0.0], [0.0, 0.0, 0.0], [-0.1, 0.1, 0.0], [0.0, 0.0, 0.0], [0.0, 0.0, 0.0], [0.6, 0.0, 0.5], [-0.1, 0.0, 0.0], [-0.1, 0.0, -0.1], [0.0, 0.0, 0.0], [0.0, 0.0, 0.0], [0.0, 0.0, 0.0], [0.1, 0.0, 0.1], [0.0, 0.0, 0.0], [-0.1, 0.0, 0.0], [0.0, 0.0, 0.0], [0.0, 0.0, 0.0], [0.0, 0.0, 0.0], [0.0, 0.0, 0.0], [0.0, 0.0, 0.0], [0.0, 0.0, 0.0], [0.0, 0.0, 0.0], [0.0, 0.0, 0.0], [0.0, 0.0, 0.0], [0.0, 0.0, 0.0], [0.0, 0.0, 0.0], [0.0, 0.0, 0.0], [0.0, 0.0, 0.0], [0.0, 0.0, 0.0], [0.0, 0.0, 0.0], [0.0, 0.0, 0.0], [0.0, 0.0, 0.0], [0.0, 0.0, 0.0], [0.0, 0.0, 0.0]], "homo_lumo_gap_ev": [7.78, 6.05], "e_lumo_ev": [-10.18, -12.31], "homo_ev": [-17.96, -18.37], "multiplicity": 2, "total_energy_ha": -3867.6152, "relative_energy_ev": 0.583, "charge": 4, "molar_mass_g_mol": 1061.05}

{"formula": "CH8N2P", "method": "ωB97M-V/def2-TZVPD", "elements": ["C", "N", "N", "P", "H", "H", "H", "H", "H", "H", "H", "H"], "positions_angstrom": [[0.252, 0.860, -1.243], [-1.267, -0.931, 0.007], [1.153, 0.441, -0.138], [-0.878, 0.583, 0.155], [0.272, 0.367, -2.207], [0.211, 2.034, -1.494], [-1.001, -1.730, -0.568], [-2.003, -1.292, 0.547], [0.387, -0.324, 2.719], [1.132, -0.578, -0.290], [2.019, 0.792, -0.060], [-0.276, -0.220, 2.572]], "forces_ev_per_angstrom": [[-0.9, 3.8, -0.4], [-0.3, -2.7, -1.0], [-5.0, -3.1, -1.6], [1.1, 2.2, -0.8], [0.1, -0.5, 0.2], [0.6, -2.6, 0.9], [0.4, 0.8, -0.5], [-1.1, -0.2, 1.6], [2.3, -0.4, 0.6], [1.1, 0.5, 0.7], [3.8, 1.9, 0.6], [-2.3, 0.3, -0.3]], "homo_lumo_gap_ev": 11.15, "e_lumo_ev": -4.41, "homo_ev": -15.55, "multiplicity": 1, "total_energy_ha": -493.4282, "relative_energy_ev": 2.116, "charge": 1, "molar_mass_g_mol": 79.06}

{"formula": "C5H13N3O2", "method": "ωB97M-V/def2-TZVPD", "elements": ["C", "C", "O", "O", "H", "H", "H", "C", "C", "C", "N", "N", "N", "H", "H", "H", "H", "H", "H", "H", "H", "H", "H"], "positions_angstrom": [[-0.133, 1.305, 2.801], [-0.555, 2.409, 1.952], [-1.532, 2.323, 0.983], [-0.315, 3.577, 2.105], [0.758, 0.820, 2.407], [-0.908, 0.407, 2.519], [-0.036, 1.813, 3.799], [0.576, -1.299, 0.048], [1.574, -2.428, 0.098], [-0.481, -0.429, -2.010], [0.560, -0.247, -0.974], [-1.468, -1.210, -1.885], [-0.298, 0.410, -3.182], [-0.470, -1.695, 0.125], [0.733, -0.665, 1.039], [1.335, -3.076, -0.740], [1.319, -3.123, 1.049], [1.419, 0.200, -1.127], [-1.626, 3.215, 0.575], [-2.212, -1.508, -2.456], [0.467, 0.421, -3.813], [-1.201, 0.812, -3.459], [2.495, -2.032, 0.147]], "forces_ev_per_angstrom": [[-1.9, -2.5, -1.1], [-2.7, 3.7, -2.4], [-0.1, -2.6, -0.6], [2.5, 1.0, 1.8], [0.5, 0.6, 0.4], [1.4, 2.2, 1.8], [-0.2, -1.4, -0.7], [-1.5, 2.2, 3.4], [-4.4, -2.6, 1.1], [1.4, 0.5, -1.5], [-3.4, -3.0, -1.2], [2.0, 0.3, 2.9], [-1.8, 0.2, 2.0], [1.0, 0.5, -0.2], [-0.3, -1.4, -1.6], [0.8, -0.2, -0.3], [0.8, 1.8, -2.0], [0.8, 0.8, -0.9], [0.4, -0.8, 0.8], [-0.2, 0.6, -1.3], [0.5, -0.1, 0.0], [1.1, -0.5, -0.3], [3.6, 0.7, 0.0]], "homo_lumo_gap_ev": 9.68, "e_lumo_ev": 0.77, "homo_ev": -8.91, "multiplicity": 1, "total_energy_ha": -512.9837, "relative_energy_ev": 3.036, "molar_mass_g_mol": 147.18, "smiles": "[H]/N=C(\\N)NCC.CC(=O)O"}

{"formula": "C13H12Cl28O7S2", "method": "ωB97M-V/def2-TZVPD", "elements": ["O", "S", "O", "O", "C", "C", "C", "C", "C", "C", "O", "S", "O", "O", "O", "H", "H", "H", "H", "H", "H", "H", "H", "H", "H", "H", "H", "C", "Cl", "Cl", "Cl", "Cl", "C", "Cl", "Cl", "Cl", "Cl", "C", "Cl", "Cl", "Cl", "Cl", "C", "Cl", "Cl", "Cl", "Cl", "C", "Cl", "Cl", "Cl", "Cl", "C", "Cl", "Cl", "Cl", "Cl", "C", "Cl", "Cl", "Cl", "Cl"], "positions_angstrom": [[3.907, -2.148, -2.324], [4.867, -1.287, -3.050], [6.238, -1.855, -2.902], [4.494, -1.392, -4.648], [4.927, 0.429, -2.425], [3.640, 1.275, -2.736], [3.503, 1.667, -4.242], [2.029, 1.868, -4.737], [1.020, 0.775, -4.294], [1.469, -0.708, -4.154], [0.164, -1.391, -4.051], [-0.759, -0.364, -3.116], [-0.682, -0.768, -1.695], [-2.094, -0.103, -3.687], [0.181, 1.032, -3.136], [5.276, -1.655, -5.153], [5.810, 1.005, -2.758], [4.993, 0.356, -1.305], [2.772, 0.733, -2.315], [3.747, 2.214, -2.153], [4.025, 0.988, -4.943], [4.007, 2.655, -4.355], [2.060, 1.818, -5.849], [1.672, 2.889, -4.498], [0.249, 0.720, -5.105], [1.907, -0.957, -3.163], [1.982, -1.134, -5.035], [-4.530, -0.111, -0.736], [-5.438, 0.149, 0.765], [-3.376, 1.216, -0.958], [-3.658, -1.650, -0.640], [-5.652, -0.148, -2.110], [-6.540, -4.609, 0.088], [-6.524, -2.943, -0.510], [-7.613, -4.724, 1.495], [-7.123, -5.692, -1.188], [-4.898, -5.082, 0.559], [9.727, -2.461, -4.638], [8.361, -1.916, -5.629], [11.115, -2.802, -5.686], [10.157, -1.192, -3.479], [9.269, -3.931, -3.763], [-4.427, 1.883, 4.128], [-3.301, 2.561, 2.939], [-6.075, 2.419, 3.753], [-4.355, 0.114, 4.066], [-3.981, 2.439, 5.751], [5.740, -2.576, 1.314], [4.129, -3.107, 0.814], [5.978, -0.898, 0.791], [5.879, -2.670, 3.079], [6.971, -3.606, 0.567], [-4.724, 3.939, 9.279], [-5.722, 4.865, 8.145], [-4.427, 4.909, 10.732], [-5.569, 2.449, 9.726], [-3.178, 3.534, 8.511], [-9.544, 2.603, 10.139], [-9.226, 0.899, 10.508], [-8.511, 3.627, 11.149], [-9.190, 2.912, 8.430], [-11.247, 2.971, 10.466]], "forces_ev_per_angstrom": [[0.5, 3.0, -1.7], [2.8, -5.1, 2.2], [-2.2, 2.1, -0.9], [-0.4, 1.0, 1.2], [-1.4, 1.3, 0.2], [0.5, -0.3, -0.1], [-0.3, 0.7, 0.1], [0.5, -0.4, 0.3], [-0.4, 0.0, -2.0], [-0.6, 0.1, 0.7], [-1.2, 2.1, 0.8], [-1.9, 0.0, 3.4], [-0.1, 0.4, -3.4], [3.5, -0.8, 0.5], [0.0, -2.0, -0.8], [0.4, 0.0, 0.3], [-0.2, -0.9, -0.3], [0.0, -0.6, -1.2], [0.3, 0.4, -0.4], [-0.1, -0.6, -0.2], [-0.3, 0.1, 0.7], [-0.2, -0.7, -0.1], [-0.1, 0.0, 0.7], [-0.1, -0.7, 0.1], [0.8, 0.2, 0.1], [0.5, 0.3, -1.0], [-0.2, 0.3, 0.7], [0.2, 0.0, 0.0], [0.0, 0.0, -0.2], [-0.2, -0.1, 0.1], [0.2, 0.4, 0.0], [0.1, 0.0, 0.1], [0.0, 0.1, 0.0], [-0.4, -0.5, 0.1], [0.1, 0.0, -0.1], [0.1, 0.1, 0.1], [-0.1, 0.0, 0.0], [0.0, -0.1, 0.2], [0.1, 0.0, -0.1], [-0.2, 0.1, 0.1], [-0.1, -0.1, -0.1], [0.0, 0.2, -0.1], [0.1, 0.0, 0.0], [-0.1, -0.1, 0.1], [0.1, 0.0, 0.0], [0.0, 0.2, 0.1], [-0.1, -0.1, -0.4], [-0.2, -0.3, -0.1], [0.2, 0.0, 0.1], [0.1, 0.0, 0.1], [0.0, 0.1, -0.2], [-0.1, 0.2, 0.1], [-0.1, 0.0, 0.0], [0.1, -0.1, 0.1], [0.0, -0.1, -0.1], [0.2, 0.1, -0.1], [0.0, 0.1, 0.3], [0.0, 0.0, 0.0], [0.0, 0.1, 0.0], [-0.2, 0.0, 0.0], [0.0, 0.0, 0.2], [0.2, 0.0, 0.0]], "homo_lumo_gap_ev": 10.34, "e_lumo_ev": -0.24, "homo_ev": -10.58, "multiplicity": 1, "total_energy_ha": -14710.7989, "molar_mass_g_mol": 1337.05}

Which formula does entry 1 have?
C40H40IrN7S4Sb